{"formula": "C4H23NO9", "method": "ωB97M-V/def2-TZVPD", "e_above_lowest_kj_mol": 290.3, "homo_ev": [-13.44, -13.44], "total_charge": 1, "multiplicity": 2, "e_tot_ha": -897.73476, "homo_lumo_gap_ev": [10.05, 5.57], "elements": ["C", "C", "C", "O", "N", "C", "O", "H", "H", "H", "H", "H", "H", "H", "H", "H", "H", "H", "O", "H", "H", "O", "H", "H", "O", "H", "H", "O", "H", "H", "O", "H", "H", "O", "H", "H", "O"], "xyz": [[-0.532, 1.501, -0.354], [-1.933, 1.984, -0.692], [-2.927, 2.115, 0.455], [-2.651, 2.211, 1.621], [-0.350, 0.081, -0.077], [0.995, -0.369, 0.086], [1.527, -0.846, -1.196], [-0.313, 1.965, 0.629], [0.210, 1.799, -1.103], [-1.822, 2.933, -1.207], [-2.276, 1.211, -1.393], [-3.849, 2.582, 0.085], [-1.097, -0.538, -0.446], [1.161, -1.179, 0.780], [1.648, 0.513, 0.181], [0.825, -0.825, -1.889], [4.625, -0.794, -1.399], [3.232, -0.716, -0.827], [4.172, -0.744, -0.538], [0.078, 1.707, 2.981], [-1.436, 1.294, 2.962], [-0.591, 1.173, 3.398], [-0.381, -3.367, -2.441], [0.690, -2.737, -1.306], [0.061, -3.401, -1.582], [-1.317, -1.049, -3.165], [-0.124, -0.460, -3.908], [-0.347, -1.095, -3.221], [-2.494, -2.166, -0.172], [-3.536, -1.042, 0.494], [-2.753, -1.249, -0.032], [3.845, -0.023, 1.436], [4.081, 1.628, 1.545], [3.512, 0.885, 1.399], [0.042, -0.778, 3.711], [-0.059, -0.822, 2.219], [0.083, -1.384, 2.964]]}